1.
A structure of composition C34H51Cl2F5MnN10O2S. Source: OMol25; level of theory: ωB97M-V/def2-TZVPD.

Summary:
**E_LUMO (spin up / spin down)**: 0.02 / 0.02 eV
**HOMO-LUMO gap (spin up / spin down)**: 4.808 / 4.841 eV
**Multiplicity**: 6
**HOMO level (spin up / spin down)**: -4.79 / -4.83 eV
**E_tot**: -4992.9722 Ha

XYZ file:
```
106
C34H51Cl2F5MnN10O2S, DFT ωB97M-V/def2-TZVPD
Mn -0.286 0.308 -0.217
C -1.869 -1.818 4.983
N -1.331 -0.467 4.881
C -0.713 -0.070 6.139
C -0.439 -0.319 3.764
N -1.052 0.082 2.504
C -2.497 0.304 2.523
C -3.009 0.983 1.266
N -2.657 0.205 0.072
C -3.073 0.861 -1.178
C -2.450 0.179 -2.388
N -1.031 0.487 -2.485
C -0.524 0.586 -3.682
N -1.159 0.050 -4.794
C -1.127 0.709 -6.085
C -1.568 -1.339 -4.808
N 0.630 1.242 -3.932
C 1.105 2.294 -3.048
C 1.629 0.710 -4.844
C -3.169 -1.171 0.161
C -2.050 -2.137 0.532
N -0.907 -1.949 -0.356
C -0.462 -2.954 -1.045
N -1.158 -4.152 -1.170
C -2.500 -4.169 -1.709
C -0.472 -5.432 -1.165
N 0.757 -2.929 -1.663
C 0.860 -3.442 -3.023
C 1.702 -1.862 -1.380
N 0.632 -1.285 3.712
C 0.427 -2.347 2.733
C 1.987 -0.763 3.614
H -1.100 -2.557 5.245
H -2.332 -2.117 4.040
H -2.640 -1.828 5.753
H -1.473 -0.077 6.920
H -0.318 0.941 6.052
H 0.100 -0.748 6.433
H -2.795 0.888 3.392
H -2.966 -0.677 2.612
H -2.583 1.981 1.160
H -4.098 1.079 1.372
H -2.738 1.899 -1.142
H -4.168 0.854 -1.280
H -2.991 0.496 -3.284
H -2.594 -0.901 -2.295
H -0.917 1.767 -5.955
H -2.107 0.605 -6.557
H -0.381 0.284 -6.766
H -1.453 -1.773 -3.817
H -0.950 -1.916 -5.506
H -2.613 -1.445 -5.117
H 0.281 2.620 -2.426
H 1.460 3.140 -3.642
H 1.923 1.964 -2.411
H 1.268 -0.195 -5.328
H 2.535 0.466 -4.283
H 1.892 1.444 -5.609
H -3.602 -1.457 -0.795
H -3.976 -1.244 0.897
H -2.423 -3.160 0.547
H -1.710 -1.892 1.536
H -2.904 -3.160 -1.749
H -3.166 -4.784 -1.097
H -2.507 -4.579 -2.726
H 0.560 -5.298 -0.852
H -0.481 -5.909 -2.151
H -0.965 -6.108 -0.462
H 0.041 -4.119 -3.249
H 1.802 -3.976 -3.156
H 0.834 -2.615 -3.741
H 1.449 -0.934 -1.896
H 2.688 -2.168 -1.724
H 1.766 -1.661 -0.316
H -0.576 -2.763 2.825
H 1.139 -3.147 2.940
H 0.578 -2.007 1.700
H 2.180 -0.070 4.431
H 2.173 -0.260 2.662
H 2.679 -1.600 3.711
Cl 4.435 5.756 -1.398
C 3.675 4.280 -0.834
C 4.266 3.079 -1.153
C 3.528 1.924 -0.814
Cl 4.147 0.391 -1.400
C 2.372 1.872 -0.084
O 1.684 0.734 0.108
C 1.868 3.190 0.534
C 0.422 3.267 0.125
O -0.418 2.368 0.265
C 2.495 4.384 -0.140
H 5.192 3.020 -1.703
H 0.157 4.161 -0.458
H 2.037 5.350 0.043
F 2.866 4.389 6.048
C 2.607 4.046 4.787
C 1.560 4.627 4.104
F 0.785 5.530 4.715
C 1.318 4.255 2.798
F 0.277 4.860 2.179
C 2.071 3.322 2.102
S -0.127 1.375 3.276
C 3.101 2.743 2.830
F 3.884 1.789 2.318
C 3.375 3.099 4.141
F 4.377 2.509 4.800
```

=====

2.
A cluster of 6 separate species, C28H29F32NO7S in total in a non-equilibrium geometry. Source: OMol25; level of theory: ωB97M-V/def2-TZVPD.

Summary:
**Structure (SMILES)**: FC(F)C(F)(F)COC(F)(F)C(F)F.FC(F)C(F)(F)COC(F)(F)C(F)F.FC(F)C(F)(F)COC(F)(F)C(F)F.FC(F)C(F)(F)COC(F)(F)C(F)F.CCOS(C)(=O)=O.c1ccncc1
**E_LUMO**: 0.35 eV
**HOMO-LUMO gap**: 9.895 eV
**HOMO level**: -9.55 eV
**E_tot**: -5259.4342 Ha

XYZ file:
```
98
C28H29F32NO7S, DFT ωB97M-V/def2-TZVPD
F 1.445 4.483 -3.568
C 0.733 5.233 -4.366
F 1.280 6.461 -4.602
C 0.081 4.606 -5.674
F -0.296 3.336 -5.444
F 1.019 4.605 -6.575
C -1.224 5.507 -5.987
O -2.038 4.916 -7.030
C -3.197 4.205 -6.474
F -2.784 3.524 -5.391
F -4.152 5.120 -6.217
C -3.745 3.205 -7.523
F -4.188 3.919 -8.552
F -2.785 2.347 -8.016
H -0.151 5.427 -3.758
H -0.906 6.503 -6.293
H -1.846 5.662 -5.105
H -4.659 2.739 -7.155
F -0.598 3.617 -1.963
C -0.362 2.431 -1.379
F -1.178 2.450 -0.369
C -0.618 1.280 -2.301
F 0.033 1.369 -3.463
F -1.888 1.299 -2.634
C -0.232 -0.150 -1.655
O 0.775 -0.067 -0.643
C 0.883 -1.194 0.338
F -0.308 -1.602 0.697
F 1.500 -2.189 -0.280
C 1.637 -0.799 1.669
F 1.432 0.450 2.010
F 1.514 -1.578 2.742
H 0.629 2.535 -0.935
H -0.020 -0.887 -2.430
H -1.126 -0.578 -1.202
H 2.708 -0.812 1.466
F -3.526 -3.869 -2.389
C -2.667 -4.282 -1.464
F -1.817 -3.307 -1.187
C -3.383 -5.029 -0.370
F -4.285 -4.160 0.150
F -2.497 -5.280 0.727
C -3.967 -6.419 -0.714
O -3.173 -7.209 -1.613
C -3.860 -8.418 -2.166
F -4.602 -8.978 -1.255
F -4.650 -7.928 -3.120
C -2.741 -9.359 -2.853
F -1.926 -8.767 -3.657
F -1.821 -10.121 -2.126
H -2.032 -5.018 -1.958
H -4.934 -6.244 -1.185
H -4.204 -7.007 0.173
H -3.214 -10.092 -3.507
F 6.543 -4.484 7.266
C 5.934 -5.681 7.184
F 6.148 -6.229 8.370
C 4.508 -5.774 6.700
F 3.678 -5.633 7.704
F 4.211 -6.996 6.277
C 4.193 -4.764 5.639
O 4.926 -4.894 4.338
C 5.106 -3.844 3.376
F 3.902 -3.233 3.231
F 5.902 -3.043 4.000
C 5.764 -4.530 2.153
F 6.029 -3.666 1.144
F 6.699 -5.375 2.605
H 6.517 -6.337 6.537
H 4.506 -3.873 6.183
H 3.109 -4.759 5.530
H 4.934 -5.161 1.834
C 2.505 6.436 3.481
C 3.718 5.681 4.017
O 3.340 4.971 5.202
S 3.342 3.286 5.196
C 1.772 2.996 4.130
O 4.445 2.778 4.318
O 3.063 2.792 6.527
H 1.687 5.869 3.036
H 2.966 7.117 2.765
H 1.994 7.110 4.168
H 4.084 4.891 3.361
H 4.555 6.262 4.403
H 1.868 3.473 3.155
H 0.835 3.249 4.625
H 1.595 1.934 3.961
C -5.614 4.606 -1.342
C -5.176 3.679 -0.399
C -4.152 3.988 0.437
N -3.502 5.177 0.442
C -4.090 6.115 -0.306
C -5.093 5.852 -1.311
H -6.448 4.416 -2.002
H -5.486 2.649 -0.300
H -3.554 3.223 0.910
H -3.766 7.139 -0.194
H -5.568 6.705 -1.774
```

=====

3.
The molecule C18H27N3O2. Source: OMol25; level of theory: ωB97M-V/def2-TZVPD.

Summary:
**Structure (SMILES)**: CCc1cccc(NC(=O)CCCCC[C@@H]2NC(=O)N[C@H]2C)c1
**E_LUMO**: 0.81 eV
**HOMO-LUMO gap**: 9.220 eV
**HOMO level**: -8.41 eV
**E_tot**: -1016.9261 Ha

XYZ file:
```
50
C18H27N3O2, DFT ωB97M-V/def2-TZVPD
C 3.194 0.984 3.411
C 3.776 -0.323 2.868
C 3.321 -0.550 1.454
C 4.095 -0.130 0.381
C 3.645 -0.312 -0.916
C 2.422 -0.908 -1.155
C 1.632 -1.328 -0.082
N 0.397 -1.913 -0.384
C -0.570 -2.359 0.468
O -0.499 -2.299 1.676
C -1.768 -2.967 -0.249
C -3.096 -2.544 0.391
C -3.256 -1.027 0.541
C -2.842 -0.272 -0.719
C -3.152 1.228 -0.668
C -2.113 2.056 -1.450
N -1.721 1.427 -2.693
C -0.529 0.759 -2.566
O -0.076 -0.067 -3.328
N 0.041 1.182 -1.405
C -0.755 2.167 -0.713
C -0.145 3.565 -0.810
C 2.090 -1.146 1.217
H 3.516 1.825 2.801
H 3.523 1.151 4.434
H 2.107 0.945 3.397
H 3.446 -1.150 3.498
H 4.866 -0.276 2.904
H 5.054 0.335 0.560
H 4.252 0.012 -1.749
H 2.067 -1.044 -2.167
H 0.214 -1.970 -1.378
H -1.754 -2.713 -1.309
H -1.674 -4.053 -0.164
H -3.169 -2.995 1.381
H -3.909 -2.940 -0.223
H -2.640 -0.687 1.374
H -4.298 -0.808 0.784
H -3.335 -0.718 -1.587
H -1.768 -0.399 -0.841
H -3.153 1.575 0.367
H -4.147 1.417 -1.077
H -2.523 3.053 -1.650
H -2.421 1.075 -3.325
H 1.009 1.013 -1.189
H -0.854 1.886 0.343
H -0.051 3.857 -1.853
H 0.842 3.573 -0.354
H -0.773 4.287 -0.294
H 1.483 -1.474 2.044
```

=====

4.
A structure of composition C38H51AuCl3N2O3SbSi in a non-equilibrium geometry. Source: OMol25; level of theory: ωB97M-V/def2-TZVPD.

Summary:
**E_LUMO (spin up / spin down)**: 0.51 / -0.79 eV
**HOMO-LUMO gap (spin up / spin down)**: 6.949 / 7.818 eV
**Multiplicity**: 3
**HOMO level (spin up / spin down)**: -6.44 / -8.61 eV
**E_tot**: -3859.7748 Ha

XYZ file:
```
100
C38H51AuCl3N2O3SbSi, DFT ωB97M-V/def2-TZVPD
C 1.986 -1.618 -5.917
C 1.125 -0.598 -5.186
H 2.175 -1.355 -6.961
H 1.501 -2.597 -5.845
H 2.969 -1.705 -5.439
C 0.489 0.453 -5.839
C 0.329 0.697 -7.295
H 0.027 1.231 -5.224
H -0.295 -0.037 -7.832
H 1.261 0.777 -7.881
H -0.184 1.664 -7.398
Au 0.267 -1.072 1.087
Cl 2.038 0.470 1.377
Cl -1.383 -2.731 1.001
C -0.922 2.365 1.056
O -1.984 1.790 1.316
N -0.587 3.600 1.499
C -1.594 4.472 2.080
C 0.728 4.176 1.241
H -0.133 1.926 0.413
H -2.543 3.934 2.160
H -1.705 5.380 1.467
H -1.264 4.790 3.076
H 1.414 3.399 0.877
H 1.122 4.602 2.176
H 0.651 4.994 0.505
H -2.293 -1.603 -3.462
H -2.192 0.787 -4.084
C -3.003 -1.391 -2.652
C -2.997 0.964 -3.360
N -2.867 0.007 -2.262
H -2.788 -2.024 -1.787
C -3.402 0.334 -1.022
O -3.958 -0.472 -0.282
H -2.908 1.986 -2.974
H -3.265 1.401 -0.761
H -4.026 -1.585 -3.010
H -3.959 0.846 -3.885
O 0.410 -1.265 -3.954
C 1.503 -0.474 -3.666
C 0.056 1.195 -2.399
C 1.292 0.820 -2.965
H -0.684 0.431 -2.157
C -0.210 2.543 -2.155
H 2.391 -1.066 -3.374
C 2.335 1.769 -3.002
H -1.213 2.855 -1.858
C 0.809 3.493 -2.290
C 2.100 3.092 -2.646
H 3.316 1.412 -3.325
H 0.603 4.543 -2.071
H 2.927 3.805 -2.664
Si 0.583 -4.246 -1.506
Cl 0.979 -1.961 -1.118
C -1.205 -4.561 -1.830
C 1.224 -4.996 0.104
C 1.717 -4.987 -2.793
H -1.563 -3.937 -2.658
H -1.801 -4.373 -0.925
H -1.336 -5.611 -2.109
H 1.232 -4.985 -3.781
H 1.896 -6.040 -2.505
H 2.692 -4.480 -2.832
H 1.330 -4.228 0.891
H 2.208 -5.458 -0.075
H 0.544 -5.771 0.490
C -0.389 3.849 5.470
C 0.758 3.477 4.757
C 0.862 2.185 4.212
C -0.161 1.260 4.412
C -1.337 1.644 5.061
C -1.444 2.941 5.597
Sb 0.074 -0.791 3.655
C 1.982 -1.571 4.550
C 2.935 -2.056 3.661
C 4.175 -2.525 4.123
C 4.481 -2.473 5.491
C 3.540 -1.944 6.380
C 2.283 -1.509 5.917
C -1.895 -1.735 3.983
C -1.951 -3.030 4.507
C -3.102 -3.809 4.303
C -4.195 -3.280 3.599
C -4.135 -1.971 3.106
C -2.983 -1.193 3.290
H -0.462 4.851 5.908
H 1.579 4.185 4.637
H 1.749 1.908 3.642
H -2.166 0.942 5.165
H -2.354 3.235 6.126
H 2.741 -2.051 2.587
H 4.896 -2.922 3.414
H 5.450 -2.836 5.853
H 3.785 -1.866 7.446
H 1.551 -1.116 6.631
H -1.085 -3.448 5.028
H -3.141 -4.831 4.684
H -5.082 -3.887 3.429
H -4.968 -1.547 2.549
H -2.920 -0.208 2.819
```

=====

5.
A structure of composition C26H35CoN4O3SSi2. Source: OMol25; level of theory: ωB97M-V/def2-TZVPD.

Summary:
**E_LUMO (spin up / spin down)**: 2.07 / 2.07 eV
**HOMO-LUMO gap (spin up / spin down)**: 6.431 / 5.651 eV
**Net charge**: -1
**Multiplicity**: 2
**HOMO level (spin up / spin down)**: -4.36 / -3.58 eV
**E_tot**: -3816.6127 Ha

XYZ file:
```
72
C26H35CoN4O3SSi2, DFT ωB97M-V/def2-TZVPD
Co 1.281 -0.090 0.781
C 0.844 -3.347 -0.423
Si 1.526 -2.361 1.067
C 0.655 -3.186 2.557
C 3.350 -2.911 1.199
C 3.806 -4.216 1.398
C 5.161 -4.499 1.467
C 6.088 -3.467 1.339
C 5.646 -2.168 1.143
C 4.283 -1.871 1.069
Si 3.529 -0.136 0.795
C 4.304 0.956 2.155
C 4.357 0.503 -0.803
H 0.998 -4.421 -0.286
H 1.346 -3.050 -1.346
H -0.226 -3.170 -0.553
H 0.824 -4.266 2.586
H -0.424 -3.017 2.525
H 1.029 -2.757 3.490
H 3.093 -5.029 1.500
H 5.501 -5.517 1.620
H 7.150 -3.682 1.395
H 6.379 -1.371 1.047
H 5.393 0.842 2.169
H 3.914 0.688 3.138
H 4.074 2.011 1.990
H 5.446 0.408 -0.747
H 4.118 1.556 -0.973
H 4.010 -0.052 -1.676
C 1.431 4.606 -2.383
N 1.390 3.907 -1.115
C 1.417 4.564 0.079
C 1.334 3.917 1.256
C 1.233 2.470 1.222
O 1.172 1.742 2.223
N 1.213 1.850 0.009
C 1.291 2.507 -1.161
O 1.199 1.954 -2.257
H 1.430 5.678 -2.190
H 0.563 4.335 -2.982
H 2.328 4.336 -2.942
H 1.495 5.642 0.010
H 1.355 4.439 2.199
C -4.369 -1.794 1.178
C -4.928 -0.419 1.514
C -3.853 0.652 1.684
N -3.188 0.996 0.436
C -1.960 0.581 0.065
S -1.013 -0.410 1.022
N -1.532 1.015 -1.180
C -2.309 1.595 -2.175
O -1.925 2.525 -2.848
C -3.647 0.957 -2.443
C -3.854 -0.408 -2.250
C -5.086 -0.965 -2.551
C -6.112 -0.162 -3.033
C -5.907 1.198 -3.228
C -4.672 1.758 -2.941
H -5.171 -2.529 1.086
H -3.674 -2.134 1.946
H -3.817 -1.778 0.239
H -5.503 -0.467 2.444
H -5.629 -0.098 0.736
H -3.080 0.330 2.381
H -4.297 1.572 2.072
H -3.707 1.585 -0.191
H -0.521 1.101 -1.286
H -3.049 -1.026 -1.874
H -5.245 -2.026 -2.406
H -7.074 -0.600 -3.266
H -6.706 1.819 -3.612
H -4.478 2.809 -3.105
```

=====

6.
A cluster of 3 separate species, C4H14O2S2 in total in a non-equilibrium geometry. Source: OMol25; level of theory: ωB97M-V/def2-TZVPD.

Summary:
**Structure (SMILES)**: CCCSSC.O.O
**E_LUMO**: 0.49 eV
**HOMO-LUMO gap**: 8.874 eV
**HOMO level**: -8.39 eV
**E_tot**: -1107.6392 Ha

XYZ file:
```
22
C4H14O2S2, DFT ωB97M-V/def2-TZVPD
C -1.499 -3.196 -1.109
C -0.703 -1.953 -0.634
C -1.568 -0.953 0.107
S -0.767 0.263 1.172
S 1.045 0.596 0.218
C 0.362 1.432 -1.256
H -1.799 -3.160 -2.152
H -2.405 -3.397 -0.536
H -0.848 -4.066 -1.049
H -0.101 -1.595 -1.477
H 0.042 -2.355 0.071
H -2.185 -1.589 0.756
H -2.287 -0.479 -0.566
H -0.133 0.708 -1.885
H 1.167 1.938 -1.753
H -0.388 2.105 -0.866
O -0.205 4.019 0.595
H -0.645 4.288 1.410
H 0.620 3.616 0.922
O 4.066 1.277 2.290
H 4.579 0.641 2.796
H 3.653 1.859 2.944
```

=====

7.
The molecule C21H19ClN6O2 in a non-equilibrium geometry. Source: OMol25; level of theory: ωB97M-V/def2-TZVPD.

Summary:
**Structure (SMILES)**: COc1cc(OC2CNC2)ccc1Nc1ncc(Cl)c(-c2cnc3ccccn23)n1
**E_LUMO**: 0.12 eV
**HOMO-LUMO gap**: 7.870 eV
**HOMO level**: -7.75 eV
**E_tot**: -1750.8042 Ha

XYZ file:
```
49
C21H19ClN6O2, DFT ωB97M-V/def2-TZVPD
C 2.246 -4.443 1.991
O 0.988 -3.816 1.596
C 0.921 -2.452 1.628
C 1.989 -1.611 1.938
C 1.908 -0.197 1.908
O 3.061 0.479 2.174
C 2.982 1.867 2.560
C 4.347 2.428 2.988
N 4.188 3.539 2.064
C 2.959 2.952 1.476
C 0.668 0.388 1.630
C -0.414 -0.408 1.335
C -0.305 -1.825 1.317
N -1.375 -2.649 0.944
C -2.082 -2.520 -0.219
N -2.569 -3.663 -0.688
C -3.260 -3.608 -1.835
C -3.477 -2.407 -2.500
Cl -4.369 -2.514 -3.991
C -2.951 -1.253 -1.924
C -3.137 0.058 -2.545
C -4.235 0.509 -3.282
N -4.037 1.818 -3.695
C -2.856 2.173 -3.212
C -2.148 3.449 -3.353
C -0.917 3.612 -2.696
C -0.344 2.483 -1.979
C -0.988 1.272 -1.904
N -2.279 1.151 -2.443
N -2.267 -1.343 -0.774
H 2.078 -5.516 2.136
H 2.671 -4.059 2.950
H 2.973 -4.271 1.195
H 2.973 -2.001 2.060
H 2.173 2.013 3.276
H 4.430 2.699 4.030
H 5.184 1.785 2.771
H 3.913 4.439 2.526
H 3.107 2.588 0.470
H 2.117 3.626 1.446
H 0.489 1.451 1.602
H -1.364 0.067 1.151
H -1.226 -3.603 1.180
H -3.688 -4.538 -2.207
H -5.142 -0.088 -3.464
H -2.587 4.283 -3.897
H -0.390 4.575 -2.840
H 0.599 2.665 -1.502
H -0.557 0.416 -1.397
```

=====

Among the records above, which one has the lowest E_tot?
C28H29F32NO7S